a) # C6H12O

A single C6H12O molecule (ωB97M-V with the def2-TZVPD basis set, the OMol25 dataset).

```
19
Properties=species:S:1:pos:R:3:lowdin_charge:R:1
C 0.1512 1.2046 -1.7236 -0.049
C 0.3286 0.5188 -0.3936 -0.465
O 0.5961 1.5787 0.5666 -0.035
C -1.1166 -0.4507 -0.3098 -0.120
C -1.0653 -0.6510 1.1745 -0.227
C 0.4136 -1.0708 1.3805 -0.171
C 1.2082 -0.6136 0.1098 -0.141
H -0.8382 1.6607 -1.5966 0.085
H 0.0837 0.4668 -2.5172 0.087
H 0.8397 2.0178 -1.9896 0.082
H 0.8689 2.3874 0.0969 0.094
H -2.0167 0.0000 -0.7499 0.099
H -1.0805 -1.4612 -0.7991 0.122
H -1.2484 0.3480 1.5742 0.103
H -1.7682 -1.3507 1.6361 0.107
H 0.5127 -2.1546 1.4957 0.103
H 0.7936 -0.5919 2.2861 0.104
H 1.1986 -1.3892 -0.6577 0.109
H 2.2420 -0.3648 0.3748 0.114
```

Properties
LUMO level: 0.91 eV
M: 100.161 g/mol
frontier orbital gap: 0.381 Eh
total charge: 0


b) # C6H12O

A single C6H12O molecule (ωB97M-V with the def2-TZVPD basis set, the OMol25 dataset).

```
19
Properties=species:S:1:pos:R:3:lowdin_charge:R:1
C 2.0815 -0.8046 -0.2689 -0.105
C 1.1058 0.3553 -0.6468 -0.122
C -1.0399 0.9321 -1.6119 -0.028
O -1.6730 0.1099 -0.7551 -0.147
C -1.1379 0.2170 0.5516 -0.384
C -1.2205 -1.1814 1.1353 -0.037
C 0.2925 0.8608 0.4848 -0.227
H 1.9523 -1.7879 -0.7337 0.061
H 2.0770 -1.0025 0.8176 0.066
H 3.1275 -0.5274 -0.4815 0.066
H 1.6291 1.0762 -1.2565 0.074
H -1.1800 2.0040 -1.3433 0.092
H -1.4058 0.7734 -2.6330 0.081
H -1.7617 0.9201 1.1164 0.143
H -2.2630 -1.5158 1.1701 0.082
H -0.8144 -1.2149 2.1491 0.081
H -0.6678 -1.8864 0.5045 0.084
H 0.7473 0.7421 1.4787 0.118
H 0.1507 1.9300 0.3228 0.099
```

Properties
LUMO level (alpha / beta): 0.55 / 0.67 eV
M: 100.161 g/mol
frontier orbital gap (alpha / beta): 0.305 / 0.313 Eh
total charge: 0


The most stable structure shown above is a); the least stable is b).